Formula: C5H8N2
Source: the OMol25 dataset
Level of theory: ωB97M-V/def2-TZVPD

Summary:
E_LUMO (alpha / beta) (eV): -0.9 / -0.9
Gap between HOMO and LUMO (alpha / beta) (hartree): 0.30219 / 0.30247
Energy (eV): -8290.0043
ΔE to the lowest compared entry with this formula, charge and spin (kJ/mol): 481.66
Multiplicity: 1

Last column: Löwdin charge in e.
Atoms and positions in Å:
N 3.06261 -0.78384 -0.76469  0.169
N 0.66539 -0.08673 -1.12167  0.075
C -0.84859 1.43315 0.10626  -0.060
C -1.02880 -1.07319 0.39489  -0.050
C 1.96916 -0.41790 -0.92329  -0.361
C 1.10335 0.26872 1.09064  0.220
C -0.09196 0.10663 0.15055  -0.674
H 1.27851 -0.70933 1.58798  0.027
H 0.56539 0.67338 -1.78988  0.142
H -0.48865 -2.02093 0.32046  0.084
H -1.36786 1.58830 1.05750  0.089
H -1.85627 -1.09176 -0.32158  0.082
H -1.60118 1.43757 -0.69057  0.086
H -1.45718 -0.99834 1.40083  0.086
H -0.14713 2.26164 -0.03082  0.084

Forces on atoms 1 to 6 (eV/Å):
N -1.0 0.3 -0.2
N 0.2 0.2 -0.1
C 0.0 0.0 0.0
C 0.0 0.0 0.1
C 0.9 -0.5 -0.1
C -0.3 -0.1 0.3